1.
Computed, not measured: C20H41F6O16PPb as an isolated structure at a distorted geometry, with ωB97M-V/def2-TZVPD.

Structure (XYZ):
```
85
Properties=species:S:1:pos:R:3
Pb -10.892 10.214 3.795
O -12.692 8.579 3.454
H -13.535 8.272 3.066
P -8.331 12.464 4.119
F -6.945 12.125 4.809
F -9.164 11.683 5.286
F -8.450 13.947 4.862
F -9.766 12.645 3.382
F -7.585 13.265 2.895
F -8.334 11.061 3.289
C -9.009 5.139 5.064
C -10.038 5.906 5.885
O -9.416 6.866 6.749
C -9.032 8.106 6.366
O -9.391 8.679 5.300
O -8.047 8.495 7.209
C -7.499 9.764 7.006
H -8.319 4.646 5.749
H -8.384 5.798 4.461
H -9.491 4.404 4.419
H -10.709 5.212 6.391
H -10.757 6.506 5.328
H -7.110 9.922 6.000
H -6.646 9.970 7.652
H -8.290 10.481 7.225
C -15.464 11.173 0.414
C -14.024 10.627 0.706
O -13.047 11.394 0.090
C -11.805 11.341 0.503
O -11.319 10.808 1.503
O -11.135 12.005 -0.388
C -9.693 11.898 -0.426
H -15.415 12.250 0.250
H -16.216 10.983 1.179
H -15.852 10.683 -0.479
H -13.948 9.607 0.331
H -13.897 10.509 1.782
H -9.323 10.875 -0.497
H -9.186 12.349 0.427
H -9.339 12.471 -1.282
C -5.442 8.282 3.350
C -6.625 8.761 2.664
O -7.449 7.678 2.314
C -8.709 7.702 2.175
O -9.421 8.678 2.464
O -9.116 6.543 1.649
C -10.548 6.241 1.563
H -4.762 7.860 2.610
H -5.766 7.613 4.147
H -4.879 9.116 3.769
H -6.520 9.468 1.842
H -7.021 9.366 3.480
H -11.026 6.215 2.543
H -10.657 5.283 1.055
H -11.101 6.976 0.977
C -15.938 11.567 5.866
C -15.416 11.237 4.433
O -15.044 12.519 3.933
C -13.699 12.825 3.720
O -12.737 12.087 3.913
O -13.593 13.986 3.264
C -12.335 14.639 3.064
H -16.762 12.278 5.829
H -15.092 11.857 6.489
H -16.278 10.697 6.428
H -16.188 10.850 3.768
H -14.637 10.476 4.441
H -11.906 14.786 4.055
H -12.395 15.678 2.740
H -11.736 14.008 2.407
C -10.476 12.958 8.139
C -11.857 12.860 7.473
O -12.528 11.705 7.920
C -12.318 10.551 7.208
O -11.522 10.285 6.296
O -13.184 9.652 7.626
C -13.578 8.435 7.028
H -10.722 13.206 9.171
H -9.895 13.803 7.769
H -9.915 12.038 7.976
H -11.832 12.971 6.389
H -12.494 13.700 7.750
H -14.237 7.883 7.698
H -12.755 7.820 6.664
H -14.034 8.647 6.061
```

Results
Largest force on an atom (eV/A): 4.5
ΔE to the lowest compared entry with this formula, charge and spin (kJ/mol): 73.7
Calculated total energy (Eh): -3124.130460

These are the Mulliken partial charges, in e, on atoms 1 to 2: number 1, Pb, carries 3.323; number 2, O, carries -0.777



2.
Computed, not measured: C7H19BeN2 as an isolated structure at a distorted geometry, with ωB97M-V/def2-TZVPD.

Structure (XYZ):
```
29
Properties=species:S:1:pos:R:3
C 1.118 -0.647 -1.232
Be -0.075 -0.018 0.125
N -1.058 0.649 1.441
N -1.098 0.959 -1.328
H -0.554 1.443 1.825
H -0.496 -1.323 -0.237
H 1.775 -1.502 -0.959
H 1.805 0.231 -1.354
H 0.670 -0.867 -2.225
H -1.088 1.959 -1.147
H -2.055 0.614 -1.342
H -0.734 0.826 -2.277
H -2.003 0.959 1.153
H -1.161 -0.010 2.212
C 4.327 -1.864 2.305
C 2.956 -1.616 2.955
C 2.329 -2.960 3.349
C 3.157 -0.763 4.216
C 2.045 -0.935 1.994
C 1.292 -0.429 1.168
H 4.991 -2.382 3.004
H 4.807 -0.907 2.052
H 4.208 -2.500 1.419
H 2.980 -3.491 4.049
H 1.362 -2.779 3.841
H 2.210 -3.574 2.445
H 3.649 0.186 3.965
H 2.199 -0.597 4.722
H 3.813 -1.274 4.928
```

Results
Total charge: -1
Largest force on an atom (eV/A): 3.2
Calculated total energy (Eh): -402.234065

These are the Mulliken partial charges, in e, on atoms 1 to 2: number 1, C, carries -1.330; number 2, Be, carries -1.393



3.
Computed, not measured: C2H3F2NO in the gas phase at a distorted geometry, with ωB97M-V/def2-TZVPD.

Structure (XYZ):
```
9
Properties=species:S:1:pos:R:3
C 0.775 -0.235 0.161
C 3.156 0.046 -0.429
N -0.410 0.414 0.093
O 1.858 0.417 -0.090
F 3.997 0.928 0.171
F 3.456 -1.197 0.067
H 0.783 -1.296 0.379
H -1.228 -0.110 -0.173
H -0.368 1.380 -0.197
```

Results
Largest force on an atom (eV/A): 2.5
ΔE to the lowest compared entry with this formula, charge and spin (kJ/mol): 360.4
Calculated total energy (Eh): -407.619101

These are the Mulliken partial charges, in e, on atoms 1 to 2: number 1, C, carries 0.108; number 2, C, carries -0.120



4.
Computed, not measured: C11H10BrF3MnO3S as an isolated structure at a distorted geometry, with ωB97M-V/def2-TZVPD.

Structure (XYZ):
```
30
Properties=species:S:1:pos:R:3
C 2.438 0.706 -0.949
C 1.869 1.852 -0.332
C 1.400 1.453 0.965
H 1.770 2.839 -0.764
C 1.700 0.078 1.142
C 2.325 -0.397 -0.050
H 2.667 -1.412 -0.215
H 2.906 0.687 -1.927
H 0.882 2.085 1.669
H 1.481 -0.513 2.022
Mn 0.199 0.329 -0.632
Br -1.209 2.422 -0.382
C -1.489 -0.662 -1.839
C -0.426 -1.601 -1.710
C 0.710 -1.067 -2.397
H -0.467 -2.541 -1.170
C 0.345 0.201 -2.938
C -1.025 0.435 -2.629
H -1.599 1.314 -2.896
H -2.476 -0.749 -1.410
H 1.670 -1.559 -2.498
H 0.980 0.869 -3.510
F -2.491 -0.992 4.538
C -2.130 -1.397 3.308
F -1.148 -2.305 3.393
F -3.187 -1.910 2.667
S -1.491 0.221 2.291
O -2.569 1.124 2.488
O -0.317 0.631 3.008
O -1.319 -0.141 0.757
```

Results
Spin multiplicity: 5
Total charge: -1
⟨S²⟩: 6.301
Largest force on an atom (eV/A): 5.6
Calculated total energy (Eh): -5073.720429

These are the Mulliken partial charges, in e, on atoms 1 to 2: number 1, C, carries -0.792; number 2, C, carries -0.305